{"formula": "C3H13N4", "method": "wB97M-V/def2-TZVPD", "total_charge": 1, "homo_energy_ev": -13.29, "gap_ev": 9.86, "mol_weight_g_mol": 105.2, "e_above_lowest_kcal_mol": 122.1, "largest_force_ev_per_a": 6.1, "species": ["C", "C", "C", "N", "N", "N", "N", "H", "H", "H", "H", "H", "H", "H", "H", "H", "H", "H", "H", "H"], "coordinates": [[2.249867, 1.449142, -0.302214], [1.028565, -1.914590, 0.389086], [-2.137196, 0.025160, -0.279040], [-2.000246, 1.124594, 0.556333], [1.022639, 1.211391, -0.127289], [-0.699218, -0.493293, -0.687355], [-0.115685, -1.056631, 0.442765], [2.888699, 0.844048, -1.096787], [2.760838, 2.120529, 0.205864], [0.113055, 0.395322, -0.866614], [1.935178, -1.463884, 0.069578], [1.167118, -2.447739, 1.265942], [0.740687, -2.417024, -0.515540], [-2.478995, -0.759269, 0.244844], [-2.792924, 0.132599, -1.222899], [-1.600114, 1.181365, 1.488450], [-2.052017, 1.971680, 0.041451], [0.633760, 1.757211, 0.566662], [-0.819183, -1.314323, -1.290951], [0.155164, -0.346287, 1.117708]], "forces_ev_per_angstrom": [[-0.41, -4.44, -4.20], [-1.06, 0.66, -3.90], [1.58, 1.07, -1.91], [-0.49, 1.23, -0.58], [1.71, -0.71, -2.21], [0.30, 0.05, -1.08], [-0.49, 0.53, 4.35], [-1.64, 1.23, 1.56], [2.29, 3.25, 2.58], [-1.01, -0.83, 0.03], [1.19, 0.99, 0.10], [-0.12, -1.31, 1.42], [0.56, -2.05, -0.08], [-1.37, -3.03, 1.75], [1.38, 0.42, 1.49], [-0.51, -0.63, -0.52], [0.08, 0.93, 0.26], [-1.21, 1.66, 1.82], [0.11, 0.63, -0.57], [-0.91, 0.35, -0.32]]}